{"formula": "C38H28ClKN3O5P", "method": "ωB97M-V/def2-TZVPD", "energy_ev": -92708.8583, "lumo_ev": 4.16, "charge": -2, "gap_ha": 0.23828, "e_above_lowest_kcal_mol": 1.3, "elements": ["K", "Cl", "P", "O", "O", "O", "O", "O", "N", "N", "N", "C", "C", "C", "C", "C", "C", "C", "C", "C", "C", "C", "C", "C", "C", "C", "C", "C", "C", "C", "C", "C", "C", "C", "C", "C", "C", "C", "C", "C", "C", "C", "C", "C", "C", "C", "C", "C", "C", "H", "H", "H", "H", "H", "H", "H", "H", "H", "H", "H", "H", "H", "H", "H", "H", "H", "H", "H", "H", "H", "H", "H", "H", "H", "H", "H", "H"], "xyz": [[0.34903, -1.60052, 0.72024], [4.18829, 5.19597, 1.72390], [-1.50205, 0.60844, -1.07262], [-1.56695, -2.00693, -0.71709], [2.09262, -0.27545, -0.61841], [3.70118, -4.24860, 3.00805], [-3.47637, -3.06223, -0.15863], [0.33120, 0.80011, 1.38902], [1.77910, -3.04612, 2.52412], [2.14498, -3.63602, -0.13726], [-0.55506, -1.82807, 3.27029], [-2.81427, -2.19287, -0.73237], [-3.07660, 2.90130, -0.51302], [-0.72965, 3.28187, -0.72192], [-0.89870, 4.59015, -0.29973], [-0.47846, 0.60308, -2.60939], [3.25068, 2.85228, 0.70203], [0.86858, -0.71651, -4.11845], [-1.89534, -0.54930, 4.77887], [3.11726, -3.88066, 0.74075], [2.36177, 1.76792, 0.61398], [2.66492, 0.77390, -0.39372], [-4.94406, 0.46893, -3.38545], [1.11306, 0.40099, -4.90571], [-3.75926, 0.88511, -2.80072], [2.41317, -3.76842, -1.42744], [1.54964, -2.89100, 3.92986], [1.09024, 2.76076, 2.44791], [1.19974, 1.68883, 1.47907], [0.13862, -1.54497, 5.52391], [1.97962, 3.79010, 2.51112], [-4.79041, -1.59441, -2.17848], [4.38938, -4.28721, 0.33493], [4.66051, -4.41494, -1.01242], [-1.81410, 2.41379, -0.85799], [-3.58210, -1.19605, -1.61486], [-2.16399, 5.06533, 0.01193], [-1.62815, -1.09238, 3.53352], [3.64981, -4.14950, -1.92527], [-3.25126, 4.20939, -0.09124], [3.06820, 3.84407, 1.62368], [-3.07212, 0.07160, -1.90101], [-0.98205, -0.78746, 5.79717], [2.85506, -3.72624, 2.23576], [0.08612, -0.61686, -2.98157], [-0.23876, 1.71425, -3.41135], [0.32727, -2.05581, 4.23477], [0.55380, 1.61718, -4.54742], [-5.46903, -0.77583, -3.06334], [0.23847, 2.71960, 3.11553], [2.41071, -2.43169, 4.44436], [5.11962, -4.48792, 1.10660], [5.64633, -4.71596, -1.35197], [-0.02982, 5.22709, -0.19056], [1.41973, -3.86557, 4.43407], [-3.35830, 1.86199, -3.04510], [-2.29957, -0.93023, 2.69963], [1.85413, 4.58190, 3.24053], [-5.16983, -2.56982, -1.90122], [-0.67265, 2.67420, -3.15416], [0.73090, 2.50007, -5.15133], [-3.93757, 2.24648, -0.56631], [0.27385, 2.92299, -0.91670], [-2.29897, 6.08567, 0.35101], [-1.13929, -0.37607, 6.78875], [-2.78164, 0.05129, 4.93836], [1.73803, 0.32386, -5.78829], [-6.40092, -1.10603, -3.50975], [0.88253, -1.73982, 6.28823], [1.59081, -3.55430, -2.10203], [1.30397, -1.67332, -4.38156], [-0.10553, -1.48731, -2.36888], [3.80956, -4.22900, -2.99319], [-5.45635, 1.11477, -4.08975], [3.54533, 1.04832, -1.02485], [-4.24438, 4.55786, 0.16814], [4.09572, 2.88997, 0.02241]], "forces_ev_per_a": [[0.2, -0.5, 0.2], [0.0, 0.0, 0.0], [-0.2, 0.2, -0.2], [-0.6, -0.4, -0.4], [0.2, 0.1, -0.2], [0.1, -0.1, 0.1], [-0.1, -0.2, 0.1], [0.1, 0.4, 0.3], [0.0, 0.0, 0.1], [0.0, 0.0, 0.1], [0.0, -0.1, 0.1], [0.0, 0.2, -0.2], [0.0, 0.0, 0.0], [0.1, 0.0, 0.0], [0.0, 0.0, 0.0], [0.0, 0.0, 0.0], [0.0, 0.0, 0.0], [0.0, 0.0, -0.1], [-0.1, 0.0, 0.0], [0.1, -0.1, 0.1], [0.0, 0.1, 0.0], [0.1, 0.1, -0.1], [0.0, 0.1, 0.0], [0.0, 0.0, 0.0], [0.0, 0.0, 0.0], [0.1, 0.0, -0.2], [0.1, 0.0, 0.0], [0.0, 0.0, 0.0], [0.1, 0.1, -0.1], [0.0, 0.0, 0.0], [0.0, 0.0, 0.1], [0.0, -0.1, 0.0], [0.0, 0.0, 0.1], [0.0, 0.0, 0.0], [-0.1, -0.1, 0.1], [0.0, 0.0, 0.1], [0.0, 0.0, 0.0], [-0.1, 0.1, 0.2], [0.0, 0.0, 0.0], [0.0, 0.1, 0.0], [0.1, 0.0, -0.1], [0.0, 0.0, 0.1], [0.0, 0.0, 0.0], [-0.1, 0.0, 0.0], [0.0, 0.0, 0.0], [0.0, 0.1, 0.0], [0.1, 0.0, 0.1], [0.0, 0.0, 0.0], [-0.1, 0.0, 0.0], [0.0, 0.0, 0.0], [0.0, 0.0, 0.0], [0.0, 0.0, 0.0], [0.0, 0.0, 0.0], [0.0, 0.0, 0.0], [0.0, 0.0, 0.0], [0.0, 0.0, 0.0], [-0.1, 0.0, -0.1], [0.0, 0.0, 0.0], [0.0, 0.0, 0.0], [0.0, -0.1, 0.0], [0.0, 0.0, 0.0], [0.0, 0.0, 0.0], [0.0, 0.0, 0.0], [0.0, 0.0, 0.0], [0.0, 0.0, 0.0], [0.0, 0.0, 0.0], [0.0, 0.0, 0.0], [0.0, 0.0, 0.0], [0.0, 0.0, 0.0], [0.0, 0.0, -0.1], [0.0, 0.0, 0.0], [0.0, 0.0, 0.0], [0.0, 0.0, 0.0], [0.0, 0.0, 0.0], [0.0, 0.0, 0.1], [0.0, 0.0, 0.0], [0.0, 0.0, 0.0]], "mulliken_charge": [1.117, -0.318, 1.091, -0.330, -0.349, -0.880, -0.858, -0.248, -0.163, -0.098, -0.051, -0.373, -0.730, -0.884, -0.810, 0.691, -0.968, -0.497, -0.744, 0.466, 1.220, -0.516, -0.655, -0.638, 0.000, -0.025, -0.888, -0.603, -0.015, -0.742, -0.548, -0.599, -0.550, -0.235, 0.449, 0.212, -0.630, -0.115, -0.797, -0.610, 0.221, 0.087, -0.314, -0.215, -0.390, -0.212, 0.566, -0.662, -0.517, 0.439, 0.284, 0.423, 0.386, 0.419, 0.327, 0.399, 0.335, 0.377, 0.489, 0.350, 0.384, 0.433, 0.699, 0.364, 0.381, 0.380, 0.341, 0.353, 0.398, 0.392, 0.405, 0.352, 0.368, 0.398, 0.063, 0.378, 0.338]}